# 1
Formula: C32H27Cl2N8O5STc
Source: OMol25
Level of theory: ωB97M-V/def2-TZVPD

Properties
Total charge: +1
Multiplicity: 2
Kohn-Sham gap (alpha / beta) (eV): 6.1940 / 5.5332
⟨S²⟩: 1.2245

```
76
Properties=species:S:1:pos:R:3:forces:R:3
Tc -0.358 -0.875 -0.242 0.60 1.31 -0.47
Cl 4.224 2.897 -3.763 0.19 0.17 0.09
C 3.019 1.760 -3.324 -0.07 -0.03 0.61
C 2.688 1.600 -1.992 0.33 0.07 -0.51
C 1.678 0.708 -1.616 0.03 -0.58 -0.50
N 1.287 0.389 -0.340 -1.05 -1.18 -0.80
C 1.432 1.253 0.714 0.32 0.61 1.14
O 1.512 0.868 1.868 0.30 0.16 -0.51
C 1.357 2.700 0.323 0.00 0.67 0.27
C 2.014 3.720 1.004 -0.03 -0.36 -0.20
C 1.937 5.001 0.474 -0.05 0.01 -0.20
C 1.202 5.217 -0.681 0.10 -0.08 0.08
C 0.527 4.138 -1.243 0.11 0.36 0.00
N 0.610 2.924 -0.752 -0.25 -0.24 -0.07
C 1.072 -0.080 -2.638 0.29 0.31 0.40
C 1.415 0.076 -3.973 0.37 0.23 -0.39
C 2.385 1.003 -4.322 -0.46 -0.45 0.16
Cl 2.826 1.182 -5.964 -0.05 0.01 -0.13
N 0.245 -1.054 -2.128 -0.17 0.73 0.38
C 0.289 -2.313 -2.700 -0.10 -0.04 -0.70
O 0.405 -2.582 -3.876 -0.15 -0.06 0.72
C 0.348 -3.324 -1.607 0.26 -0.77 0.35
C 0.538 -4.678 -1.853 -0.21 0.53 -0.06
C 0.741 -5.529 -0.780 -0.05 0.29 0.53
C 0.773 -4.985 0.501 0.05 -0.31 -0.46
C 0.586 -3.627 0.664 -0.03 0.27 0.22
N 0.365 -2.797 -0.358 0.02 -1.43 -0.18
H 3.224 2.172 -1.253 0.08 0.10 0.05
H 2.592 3.498 1.886 0.04 -0.01 0.12
H 2.447 5.825 0.951 0.09 0.03 0.06
H 1.154 6.191 -1.144 -0.04 0.08 0.02
H -0.086 4.240 -2.127 -0.08 0.17 -0.10
H 0.943 -0.531 -4.729 0.04 0.06 -0.01
H 0.524 -5.033 -2.874 0.02 0.08 -0.04
H 0.877 -6.588 -0.928 0.05 -0.12 -0.05
H 0.948 -5.608 1.363 0.01 -0.02 0.10
H 0.613 -3.166 1.640 -0.05 0.02 0.08
C 0.440 5.720 4.256 -0.04 0.04 0.02
C -0.143 4.722 3.308 -0.10 -0.13 -0.01
C -0.050 3.364 3.598 -0.14 0.03 -0.13
C -0.682 2.428 2.805 -0.01 -0.14 0.12
C -1.371 2.843 1.684 -0.34 -0.32 -0.31
C -1.456 4.186 1.358 -0.08 0.07 -0.11
C -0.841 5.121 2.171 -0.01 -0.19 0.02
S -2.535 1.743 0.907 -0.02 -0.70 0.43
O -3.033 0.878 1.958 0.02 0.33 0.22
O -3.489 2.568 0.227 0.12 0.35 -0.26
N -1.875 0.664 -0.216 0.89 0.87 0.56
C -2.841 -0.218 -0.591 -0.82 -0.74 -0.34
C -4.216 -0.013 -0.766 -0.17 -0.10 -0.20
C -4.992 -1.080 -1.161 0.39 0.00 0.02
C -4.401 -2.328 -1.392 0.26 -0.01 -0.01
C -3.043 -2.460 -1.197 -0.42 -0.45 -0.19
N -2.296 -1.445 -0.769 -0.25 0.72 0.13
H 1.424 5.409 4.599 0.11 0.03 0.02
H -0.204 5.793 5.132 0.01 0.08 0.08
H 0.505 6.705 3.805 0.06 0.12 -0.01
H 0.496 3.040 4.471 0.08 -0.04 0.14
H -0.656 1.383 3.053 0.00 -0.05 0.11
H -2.043 4.475 0.500 -0.02 0.12 -0.04
H -0.927 6.170 1.927 0.01 0.13 0.00
H -4.624 0.971 -0.607 -0.11 -0.09 -0.04
H -6.052 -0.945 -1.314 -0.07 0.00 0.01
H -4.986 -3.167 -1.728 -0.01 -0.11 -0.02
H -2.527 -3.395 -1.370 -0.04 -0.08 0.02
C -0.602 -1.051 5.413 -0.24 -0.11 0.08
N -0.309 -0.869 4.009 0.26 0.12 -0.11
C -1.160 -1.103 2.999 0.02 -0.34 0.04
N -2.406 -1.552 3.265 0.08 -0.01 0.13
O -0.752 -0.983 1.828 0.17 -0.10 -0.37
H 0.275 -0.776 5.989 0.00 0.01 0.02
H -0.844 -2.094 5.623 0.01 0.02 0.07
H -1.436 -0.421 5.733 0.05 0.03 0.03
H 0.606 -0.542 3.727 -0.16 -0.05 -0.09
H -2.780 -1.413 4.189 0.01 0.01 0.01
H -3.072 -1.410 2.519 0.08 0.08 0.00
```
Forces are in eV/Å.

# 2
Formula: C32H27F2N5O4S2V
Source: OMol25
Level of theory: ωB97M-V/def2-TZVPD

Properties
Relative energy (zero: lowest compared OMol25 entry of this formula, charge and spin) (kcal/mol): 25.4
Total charge: 0
Multiplicity: 2
Kohn-Sham gap (alpha / beta) (eV): 6.8835 / 7.3840
⟨S²⟩: 0.7664

```
73
Properties=species:S:1:pos:R:3:forces:R:3
V 0.517 -0.679 -1.067 0.16 0.70 0.02
C 5.972 -0.701 0.763 0.01 0.11 -0.04
S 5.162 -1.657 -0.527 -0.06 -0.09 0.08
C 3.446 -1.554 -0.066 0.19 -0.09 -0.11
S 2.836 -0.226 0.816 -0.17 0.03 0.05
N 2.787 -2.557 -0.557 -0.01 0.12 0.01
N 1.408 -2.471 -0.293 -0.15 -0.14 -0.06
C 0.931 -3.584 0.106 0.00 -0.01 0.01
C -0.432 -3.815 0.614 -0.08 -0.03 -0.02
C -1.068 -5.020 0.331 -0.02 0.05 -0.02
C -2.334 -5.230 0.849 0.02 0.00 0.00
C -2.897 -4.250 1.650 -0.02 -0.01 0.00
C -2.164 -3.100 1.908 0.00 0.00 0.00
N -0.956 -2.881 1.404 0.03 -0.02 0.04
H 7.005 -0.577 0.442 0.00 -0.03 -0.01
H 5.504 0.275 0.867 0.00 0.00 -0.01
H 5.949 -1.229 1.714 -0.02 0.00 0.00
H 1.615 -4.431 0.110 0.04 0.03 0.06
H -0.583 -5.759 -0.294 0.00 0.00 0.00
H -2.870 -6.145 0.634 0.00 0.00 0.00
H -3.881 -4.374 2.081 0.00 0.00 0.00
H -2.559 -2.321 2.552 0.00 0.00 0.00
O 0.114 1.367 0.906 0.04 0.12 0.07
C -1.173 1.159 1.454 -0.10 -0.02 -0.01
C -1.880 0.096 0.571 -0.06 -0.15 0.14
O -3.063 -0.122 0.581 0.04 0.05 0.11
O -1.032 -0.614 -0.144 0.20 -0.12 -0.37
C -1.133 0.513 2.843 0.00 0.04 0.02
C -0.115 -0.375 3.174 -0.01 0.00 0.01
C -0.104 -0.991 4.418 0.01 0.00 -0.01
C -1.118 -0.746 5.330 0.00 0.00 0.01
C -2.150 0.121 4.992 0.00 0.00 -0.01
C -2.158 0.746 3.756 0.01 0.01 0.02
C -1.879 2.518 1.478 -0.01 -0.04 -0.06
C -1.130 3.597 1.946 0.01 0.00 0.00
C -1.676 4.867 2.006 0.00 0.00 0.00
C -2.986 5.084 1.599 0.01 0.01 0.00
C -3.739 4.016 1.142 0.00 -0.01 0.00
C -3.194 2.738 1.084 -0.02 0.02 0.03
H 0.800 1.047 1.505 0.01 -0.08 -0.02
H 0.669 -0.625 2.466 -0.01 0.00 0.00
H 0.698 -1.676 4.661 0.00 0.00 0.00
H -1.107 -1.227 6.299 0.00 0.00 -0.01
H -2.948 0.316 5.696 0.00 0.00 0.00
H -2.963 1.423 3.501 0.00 0.00 0.00
H -0.106 3.437 2.255 0.00 0.00 -0.01
H -1.076 5.691 2.372 0.00 0.00 0.00
H -3.414 6.077 1.641 0.00 0.00 0.00
H -4.765 4.169 0.830 0.00 0.00 0.00
H -3.804 1.913 0.748 0.01 -0.01 -0.01
O 1.885 -0.241 -2.085 0.03 -0.59 0.04
C 2.348 0.284 -3.214 -0.08 0.14 0.02
C 3.579 -0.118 -3.722 -0.06 0.09 -0.08
C 4.030 0.461 -4.893 0.04 -0.05 0.04
C 3.270 1.424 -5.552 0.00 0.04 -0.05
C 2.050 1.815 -5.038 -0.02 0.00 0.01
C 1.571 1.250 -3.855 0.12 -0.08 -0.01
C 0.298 1.611 -3.248 -0.04 0.10 0.05
N -0.283 1.051 -2.189 -0.06 -0.12 -0.05
C -1.485 1.703 -2.014 0.02 0.04 0.03
C -1.623 2.670 -2.950 -0.01 0.00 -0.02
N -0.490 2.600 -3.723 0.01 -0.02 -0.01
H 4.147 -0.864 -3.186 0.00 0.01 0.02
H 4.986 0.160 -5.302 0.00 0.00 0.00
H 3.634 1.868 -6.469 0.00 0.00 0.00
H 1.471 2.557 -5.575 0.00 0.00 0.01
H -2.181 1.450 -1.238 -0.03 -0.02 -0.02
H -2.405 3.385 -3.130 0.00 0.00 0.01
H -0.271 3.188 -4.508 0.00 0.00 0.02
F -1.081 -2.830 -2.069 -0.04 -0.04 0.00
C -0.268 -1.865 -2.595 0.09 0.09 0.15
F 0.716 -2.512 -3.284 0.03 -0.02 -0.03
H -0.855 -1.281 -3.309 -0.04 -0.01 -0.02
```
Forces are in eV/Å.

# 3
Formula: C32H27F5FeGeN3O3S
Source: OMol25
Level of theory: ωB97M-V/def2-TZVPD

Properties
Relative energy (zero: lowest compared OMol25 entry of this formula, charge and spin) (kcal/mol): 43.4
Total charge: +1
Multiplicity: 5
Kohn-Sham gap (alpha / beta) (eV): 6.4452 / 5.9398
⟨S²⟩: 6.0717

```
73
Properties=species:S:1:pos:R:3:forces:R:3
Fe 1.114 -0.673 -0.114 0.53 -0.81 0.96
C 5.340 -0.025 1.973 0.01 0.02 0.04
N 4.916 -0.502 0.656 -0.06 -0.02 0.01
C 5.792 -0.944 -0.281 -0.02 -0.05 -0.10
C 5.381 -1.429 -1.474 0.06 0.04 0.09
C 3.978 -1.476 -1.716 0.01 0.01 0.09
N 3.128 -1.003 -0.809 0.14 0.08 -0.04
C 3.576 -0.531 0.384 -0.05 0.02 -0.11
O 2.731 -0.156 1.217 0.00 0.14 -0.02
N 3.486 -1.986 -2.843 -0.03 -0.04 -0.03
H 6.410 -0.182 2.067 0.00 0.01 0.01
H 4.813 -0.584 2.742 0.01 0.02 0.00
H 5.108 1.033 2.075 0.00 -0.02 0.02
H 6.835 -0.892 -0.006 0.01 -0.01 -0.02
H 6.093 -1.789 -2.199 0.00 0.00 -0.01
H 4.092 -2.426 -3.513 0.00 0.01 0.00
H 2.494 -2.130 -2.934 0.00 0.01 0.00
O 0.205 7.874 0.705 -0.03 0.03 0.00
C 0.390 6.823 1.527 0.00 -0.03 0.01
O 0.532 6.987 2.703 0.01 0.01 0.00
C 0.414 5.461 0.896 0.03 -0.06 0.01
C -0.169 5.177 -0.334 0.01 0.04 0.03
C -0.125 3.895 -0.856 -0.05 -0.03 -0.04
C 0.519 2.894 -0.141 -0.05 -0.43 0.52
S 0.596 1.284 -0.854 -0.12 0.60 -1.20
C 1.087 3.159 1.105 -0.02 0.03 -0.01
C 1.031 4.440 1.618 -0.06 0.04 -0.03
H 0.205 7.597 -0.218 0.02 0.01 -0.01
H -0.705 5.939 -0.888 0.00 0.01 -0.02
H -0.597 3.664 -1.802 0.00 0.01 0.00
H 1.562 2.359 1.658 0.05 0.01 -0.01
H 1.453 4.674 2.586 0.01 0.01 0.00
F -0.049 -3.067 1.302 0.04 0.12 0.09
C 0.972 -2.730 0.450 0.11 0.07 -0.31
F 0.747 -3.423 -0.740 -0.17 -0.06 0.01
C 2.206 -3.462 1.040 0.05 -0.21 0.11
F 3.112 -3.725 0.080 0.02 0.09 0.04
F 1.862 -4.625 1.593 0.01 -0.02 -0.10
F 2.824 -2.741 1.986 -0.06 0.03 0.03
C -3.528 2.520 -2.811 0.01 0.01 0.00
C -2.738 1.583 -3.469 -0.02 0.04 -0.02
C -2.168 0.540 -2.763 0.08 -0.07 -0.05
C -2.382 0.410 -1.391 0.03 -0.08 0.14
C -3.167 1.358 -0.739 0.02 -0.05 0.11
C -3.738 2.407 -1.447 -0.03 0.04 -0.03
Ge -1.674 -1.054 -0.309 -1.04 0.34 -0.05
C -2.327 -2.734 -1.054 0.24 0.08 -0.02
C -3.094 -2.618 -2.218 0.01 0.13 -0.06
C -3.731 -3.721 -2.766 -0.02 -0.05 0.01
C -3.612 -4.961 -2.161 0.00 0.02 -0.01
C -2.863 -5.089 -0.998 -0.04 -0.03 -0.02
C -2.222 -3.992 -0.453 0.02 0.02 0.15
C -1.913 -0.750 1.585 0.22 -0.10 -0.13
C -1.322 0.329 2.240 0.06 0.12 -0.08
C -1.568 0.551 3.585 -0.02 0.01 0.05
C -2.408 -0.304 4.285 0.00 0.00 0.00
C -3.002 -1.381 3.640 -0.01 0.03 0.04
C -2.750 -1.610 2.297 -0.01 -0.10 -0.08
H -3.980 3.331 -3.366 0.00 0.01 0.00
H -2.572 1.666 -4.535 0.01 0.01 -0.01
H -1.546 -0.173 -3.293 0.00 0.00 0.01
H -3.346 1.285 0.328 0.02 0.00 0.00
H -4.352 3.132 -0.929 -0.01 0.00 0.00
H -3.230 -1.659 -2.697 0.02 -0.01 0.01
H -4.324 -3.604 -3.663 0.00 0.00 -0.01
H -4.105 -5.824 -2.587 0.00 0.00 0.00
H -2.775 -6.052 -0.513 0.00 0.00 0.01
H -1.653 -4.127 0.451 0.04 0.00 0.00
H -0.678 1.015 1.699 -0.02 -0.02 0.00
H -1.109 1.393 4.086 0.00 0.00 0.00
H -2.602 -0.131 5.335 0.00 0.00 0.00
H -3.660 -2.044 4.184 -0.01 0.00 0.00
H -3.219 -2.454 1.804 0.02 -0.01 0.00
```
Forces are in eV/Å.